Entry 1:
DFT (ωB97M-V/def2-TZVPD) results for 2 unconnected molecules or ions with the total composition C5H11N3 at a distorted geometry.

Structure (XYZ):
```
19
Properties=species:S:1:pos:R:3:forces:R:3
C 0.7915 -0.5890 -1.3660 2.9 -1.3 2.6
N 1.3294 -0.5388 0.3215 -0.9 0.6 -3.0
N 2.5777 0.0024 0.6465 0.3 0.6 -0.7
C 0.8475 -1.4891 1.0898 -0.6 -0.4 -0.3
N 0.3378 -2.3428 1.6860 0.1 0.0 0.2
H 0.4430 0.2642 -1.9358 -0.5 0.6 1.2
H 0.1523 -1.4634 -1.3509 -0.2 0.2 -0.1
H 1.7536 -0.8113 -1.8206 0.0 -0.4 0.0
H 3.1663 -0.5705 1.2462 -0.5 -0.1 -0.3
H 2.4657 0.9348 1.0310 -0.1 -0.2 0.1
C -0.6473 1.3312 0.9229 -0.7 0.1 -0.8
C -1.2909 1.1416 -0.2343 0.0 0.4 1.1
C -2.3115 0.0709 -0.4587 0.1 0.0 0.0
H -0.7912 0.6720 1.7657 -0.1 -0.1 0.1
H 0.0333 2.1568 1.0650 0.1 0.1 -0.1
H -1.1147 1.8292 -1.0531 0.0 0.1 0.0
H -2.1990 -0.3821 -1.4422 0.0 -0.1 -0.1
H -3.3165 0.4939 -0.4077 0.0 0.0 0.0
H -2.2272 -0.7100 0.2947 0.0 -0.1 0.1
```
Forces are in eV/Å.

Values from the calculation:
Energy relative to the best compared isomer or geometry (same formula, charge and spin): 96.09 kcal/mol
Total charge: 0
Electronic energy: -361.236270 a.u.
Largest force on an atom: 4.09 eV/Å
Orbital gap: 0.347 hartree
E_HOMO: -8.71 eV
SMILES: CN(N)C#N.C=CC


Entry 2:
DFT (ωB97M-V/def2-TZVPD) results for a molecular structure, C31H38GdN3O2 at a distorted geometry.

Structure (XYZ):
```
75
Properties=species:S:1:pos:R:3:forces:R:3
Gd 0.3034 0.2638 -1.3632 0.9 -1.0 -8.4
C 0.7199 -0.8194 -3.9646 1.3 -3.8 -1.1
N -0.2670 -1.3723 -3.0181 -0.8 -1.2 -0.5
C 0.0911 -2.7619 -2.7381 0.3 -1.1 0.2
C -0.3930 -3.4083 -1.4290 -0.4 -0.5 -0.1
C -0.1073 -2.6732 -0.1172 0.2 0.5 -0.1
N 1.0125 -1.7705 -0.2328 -2.9 0.1 -1.2
C 2.1737 -2.2556 0.0242 4.1 -0.2 -0.1
C 3.4432 -1.5029 -0.1289 -2.4 -2.6 0.9
C 4.5657 -2.0410 0.5346 0.8 0.7 -0.3
C 5.8066 -1.4214 0.4343 -0.2 -0.3 0.1
C 5.9218 -0.2706 -0.3316 -0.1 0.2 -0.2
C 4.7978 0.2443 -0.9924 -0.2 0.2 -0.2
C 3.5161 -0.3428 -0.9328 2.9 0.2 0.8
O 2.5264 0.1492 -1.5730 -1.5 0.7 -1.1
C -1.5861 -1.1495 -3.6021 -1.0 0.1 -0.3
C -2.8155 -1.6045 -2.8252 -0.4 -0.4 -0.4
C -2.9601 -1.1173 -1.3908 0.8 0.2 1.0
N -2.0029 -0.0840 -0.9984 -0.4 -3.9 -0.2
C -2.4148 1.0978 -1.3260 -1.7 3.2 -1.4
C -1.7857 2.3678 -0.9245 -1.4 -0.6 0.3
C -2.5316 3.1521 -0.0209 0.8 0.5 -0.6
C -2.0901 4.4223 0.3295 -0.2 0.0 0.0
C -0.9150 4.8999 -0.2310 0.5 -0.6 -0.5
C -0.1979 4.1050 -1.1399 0.2 0.6 0.1
C -0.6049 2.8158 -1.5422 -1.3 3.2 2.0
O 0.0550 2.1375 -2.3967 1.3 -0.5 -2.4
H 0.6316 -1.3021 -4.9475 -0.6 -1.5 -2.0
H 1.7507 -0.9847 -3.6475 0.4 -0.2 -0.3
H 0.5849 0.2519 -4.1229 -1.2 2.1 -5.6
H 1.1858 -2.8582 -2.7137 -0.2 0.4 0.0
H -0.2215 -3.4024 -3.5746 -0.1 0.0 0.0
H 0.1109 -4.3836 -1.3667 0.1 0.1 -0.3
H -1.4563 -3.6579 -1.4801 -0.1 0.1 -0.1
H 0.0388 -3.4107 0.6839 0.2 -0.2 0.0
H -0.9717 -2.0971 0.2095 -0.2 0.2 -0.2
H 2.2802 -3.2955 0.3769 0.0 0.2 0.2
H 4.4603 -2.9362 1.1361 -0.2 0.0 0.0
H 6.6683 -1.8272 0.9493 0.1 -0.1 0.1
H 6.8711 0.2427 -0.4280 0.1 0.0 0.0
H 4.9010 1.1502 -1.5909 -0.1 -0.1 0.0
H -1.6402 -1.6329 -4.5884 0.2 -0.1 -0.1
H -1.7109 -0.0767 -3.8008 0.3 0.0 0.3
H -2.8973 -2.6973 -2.8500 0.1 0.0 0.0
H -3.6954 -1.2557 -3.3838 0.3 0.0 -0.2
H -2.8601 -1.9657 -0.7079 0.3 -0.1 0.0
H -3.9953 -0.7862 -1.2222 0.0 0.3 -0.1
H -3.3465 1.2412 -1.9022 0.0 -0.2 0.4
H -3.4445 2.7532 0.4042 0.1 -0.1 0.0
H -2.6504 5.0254 1.0330 -0.1 0.1 0.1
H -0.5315 5.8794 0.0283 0.0 0.1 0.0
H 0.7307 4.4886 -1.5614 -0.1 0.0 0.0
C 1.3837 0.9487 2.8338 0.4 0.3 0.2
C 0.0376 0.2789 2.4716 1.7 -1.5 -1.4
C 0.2284 -1.2498 2.6335 0.0 -0.2 0.8
C -0.2105 0.5066 1.0233 -1.8 3.0 -0.9
C -1.0487 0.8648 3.3766 -0.3 0.1 0.3
C -1.5598 0.1641 4.4859 0.0 0.3 -0.1
C -2.4784 0.7541 5.3597 0.1 0.2 -0.3
C -2.9069 2.0594 5.1451 0.0 -0.1 0.1
C -2.4204 2.7720 4.0543 0.4 -0.3 -0.2
C -1.5025 2.1828 3.1793 -0.1 0.0 0.3
H 2.2050 0.5488 2.2262 -0.3 -0.1 0.0
H 1.6402 0.7857 3.8875 0.0 0.0 0.1
H 1.3609 2.0322 2.6639 -0.2 -0.2 0.0
H 0.9703 -1.6362 1.9242 -0.2 0.5 0.4
H -0.7067 -1.7922 2.4467 0.0 0.2 0.1
H 0.5833 -1.5158 3.6360 -0.1 -0.1 0.2
H 0.2048 0.2836 0.0164 0.2 -0.7 14.6
H -1.2425 -0.8504 4.7095 0.1 0.1 -0.2
H -2.8481 0.1929 6.2137 0.0 0.0 -0.1
H -3.6105 2.5209 5.8308 0.0 0.0 0.0
H -2.7467 3.7953 3.8850 0.1 -0.1 0.0
H -1.1251 2.7725 2.3460 0.0 -0.4 0.0
H 0.7388 0.0581 -3.3851 1.6 4.4 7.7
```
Forces are in eV/Å.

Values from the calculation:
Total charge: -2
Electronic energy: -2283.632728 a.u.
Largest force on an atom: 14.63 eV/Å
Orbital gap (spin up / spin down): 0.104 / 0.167 hartree
Spin multiplicity: 8
E_HOMO (spin up / spin down): 1.71 / -0.14 eV


Entry 3:
DFT (ωB97M-V/def2-TZVPD) results for C3H8N2S in the gas phase at a distorted geometry.

Structure (XYZ):
```
14
Properties=species:S:1:pos:R:3:forces:R:3
C 2.5026 0.0717 0.6456 1.1 1.2 0.1
C 1.7551 -0.4617 -0.5346 0.8 0.0 -1.1
N 0.3908 -0.7483 -0.1799 0.7 -0.6 -0.5
C -0.5991 0.1535 -0.0585 -0.5 -0.4 -0.5
N -0.2616 1.4453 -0.2059 -2.6 0.8 0.7
S -2.1723 -0.3280 0.1823 -0.3 0.0 0.1
H 3.5023 0.4632 0.3265 -0.6 -0.6 0.3
H 1.9783 0.9743 1.0100 0.2 -0.6 0.4
H 2.6041 -0.7080 1.4134 0.0 0.5 -0.1
H 2.2575 -1.4080 -0.8723 -0.7 0.8 0.1
H 1.8105 0.2645 -1.3872 0.0 -0.6 0.4
H 0.1546 -1.7017 -0.3644 -0.8 -0.1 0.3
H -1.0177 2.1493 -0.1790 0.8 -1.0 0.0
H 0.6110 1.7545 -0.4782 1.9 0.5 -0.6
```
Forces are in eV/Å.

Values from the calculation:
Energy relative to the best compared isomer or geometry (same formula, charge and spin): 6.05 kcal/mol
Total charge: 0
Electronic energy: -626.813637 a.u.
Largest force on an atom: 2.79 eV/Å
Orbital gap: 0.323 hartree
E_HOMO: -8.08 eV
SMILES: CCNC(N)=S


Entry 4:
DFT (ωB97M-V/def2-TZVPD) results for C20H34N2O4 in the gas phase.

Structure (XYZ):
```
60
Properties=species:S:1:pos:R:3:forces:R:3
C 2.1213 2.7411 0.9275 -0.1 0.0 -0.3
C 0.7866 2.7677 0.1865 -0.1 -0.1 0.2
C -0.2996 3.3888 1.0599 0.1 -0.1 -0.2
C 0.4130 1.3331 -0.2187 0.2 0.3 0.0
N -0.9247 1.2634 -0.7738 0.4 0.3 -0.2
C -1.8255 0.3317 -0.3964 -0.3 0.3 -0.5
O -1.5643 -0.4933 0.4619 -0.1 -0.3 0.3
C -3.1678 0.4474 -1.1031 -0.1 -0.1 -0.1
C -4.2128 1.0426 -0.1471 0.2 0.0 0.2
C -4.5906 0.0610 0.9563 -0.3 0.0 -0.2
C -5.1361 -1.2385 0.3652 0.2 -0.2 0.3
C -5.5497 -2.2059 1.4698 0.0 0.2 -0.3
C -4.0631 -1.8609 -0.5269 -0.2 0.1 -0.1
C -3.6527 -0.9046 -1.6418 0.3 -0.1 0.1
C 1.3854 0.8391 -1.3015 -0.4 -0.2 0.1
O 1.7431 1.5948 -2.1887 0.0 0.4 -0.1
N 1.7429 -0.4612 -1.2892 0.2 -0.1 -0.1
C 1.4204 -1.4484 -0.2845 -0.1 0.0 0.5
C 2.5484 -1.5100 0.7514 0.3 0.0 -0.2
C 3.9101 -1.2480 0.0745 -0.4 -0.5 -0.3
C 3.8614 -1.6986 -1.3948 0.0 0.2 0.4
C 2.8182 -0.8834 -2.1686 0.2 0.1 -0.4
O 4.2522 0.1285 0.1150 -0.1 -0.1 -0.3
C 5.2957 0.3009 1.0452 0.2 -0.2 0.4
C 5.9843 -1.0647 1.0356 0.2 0.4 -0.2
O 4.9128 -1.9486 0.7920 -0.2 0.0 0.1
H 2.8798 2.2404 0.3310 0.1 0.0 0.0
H 2.4567 3.7538 1.1378 0.1 0.1 0.1
H 2.0171 2.2110 1.8730 0.0 -0.1 0.2
H 0.9038 3.3548 -0.7300 0.0 -0.1 0.0
H -0.4673 2.7792 1.9456 -0.1 -0.1 0.2
H -1.2402 3.4727 0.5207 -0.1 0.0 0.0
H 0.0020 4.3838 1.3781 0.0 0.1 0.1
H 0.4189 0.6991 0.6684 0.0 0.0 -0.1
H -1.1134 1.8852 -1.5441 -0.1 -0.1 0.0
H -3.0459 1.1314 -1.9512 0.0 0.0 0.1
H -3.8245 1.9659 0.2906 -0.1 0.1 -0.1
H -5.1043 1.2955 -0.7276 0.0 0.1 0.0
H -3.7076 -0.1673 1.5544 0.0 0.0 0.1
H -5.3370 0.5190 1.6095 0.0 0.0 0.1
H -6.0166 -1.0058 -0.2470 0.0 0.0 0.0
H -4.6927 -2.4517 2.0928 0.1 -0.1 0.1
H -6.3181 -1.7634 2.1003 -0.1 0.0 0.1
H -5.9419 -3.1276 1.0455 0.0 -0.1 0.0
H -3.1896 -2.0948 0.0817 0.0 -0.1 0.0
H -4.4338 -2.7895 -0.9670 0.0 -0.1 0.0
H -2.8630 -1.3574 -2.2463 0.0 0.0 -0.1
H -4.5108 -0.7208 -2.2947 0.0 0.0 -0.1
H 0.4568 -1.2453 0.1826 0.1 -0.1 -0.1
H 1.3348 -2.4095 -0.8005 -0.1 0.0 0.0
H 2.4051 -0.7518 1.5223 0.0 0.0 0.1
H 2.5860 -2.4886 1.2285 0.0 0.0 0.0
H 3.6293 -2.7637 -1.4023 0.0 0.0 0.0
H 4.8453 -1.5607 -1.8425 0.0 0.0 0.0
H 3.2620 0.0250 -2.5807 -0.1 -0.2 0.0
H 2.4113 -1.4797 -2.9935 0.1 0.1 0.0
H 4.8901 0.5296 2.0404 0.1 0.0 -0.1
H 5.9282 1.1204 0.7054 0.0 0.0 0.1
H 6.7262 -1.1269 0.2281 0.0 0.0 0.1
H 6.4444 -1.3364 1.9850 0.0 0.1 0.0
```
Forces are in eV/Å.

Values from the calculation:
Energy relative to the best compared isomer or geometry (same formula, charge and spin): 5.70 kcal/mol
Total charge: 0
Electronic energy: -1193.016339 a.u.
Largest force on an atom: 0.70 eV/Å
Orbital gap: 0.364 hartree
E_HOMO: -9.08 eV
SMILES: CC(C)[C@@H](NC(=O)[C@H]1CC[C@@H](C)CC1)C(=O)N1CCC2(CC1)OCCO2